Entry 1:
28
Properties=species:S:1:pos:R:3:lowdin_charge:R:1 method="wB97M-V/def2-TZVPD" e_lumo_ha=0.01556 energy_ha=-1443.70458 spin_multiplicity=1 charge=0
C 2.61053 0.07740 0.47143 -0.523
H -1.18242 -1.09396 -2.52143 0.104
O 0.17092 -1.61066 0.44037 -0.299
O 1.84802 0.37914 -0.40997 0.027
O -2.67002 2.16749 0.51327 -0.274
C 2.37916 0.49529 1.88713 -0.013
H -3.64176 0.73707 -1.51383 0.126
H 0.02155 -0.11983 -1.96225 0.025
C -3.21688 -0.18142 -1.04179 -0.082
S -1.47461 1.49303 0.12552 0.758
C -1.73261 -0.03373 -0.85138 -0.596
S -1.18017 -1.03337 0.57585 0.681
N -2.16163 -1.95228 1.27484 -0.154
N -0.26169 2.41546 -0.05829 -0.114
H 2.32873 1.54767 1.81380 0.083
O -1.00704 0.35831 1.35886 -0.385
H 4.78138 -0.07742 0.83203 0.099
C -0.95688 -0.13716 -2.10271 -0.041
H 3.81574 -1.67354 0.73627 0.118
H -3.41513 -1.11194 -1.53202 0.102
H 1.42521 0.10067 2.31006 0.097
H -3.76797 -0.23779 -0.20666 0.030
H 3.19262 0.16318 2.48916 0.065
H -3.15047 -1.75873 1.19850 0.021
C 3.93470 -0.61618 0.29652 -0.034
H 0.47593 1.88466 -0.42041 -0.041
H 4.19798 -0.67687 -0.83741 0.110
H -1.36319 0.49551 -2.86543 0.109



Entry 2:
73
Properties=species:S:1:pos:R:3:lowdin_charge:R:1 method="wB97M-V/def2-TZVPD" e_lumo_ha=-0.02134 smiles="C=CN1C(=O)c2cccc(P(C)CC)c2C1=O.CCOC(C)=O.CCOC(C)=O.CCOC(C)=O" energy_ha=-1973.15251 spin_multiplicity=1 charge=0
H 0.83467 5.58155 -1.40191 0.067
H 5.28611 5.14639 4.12649 0.083
C 2.29779 -1.40352 -0.42218 -0.135
C -0.40925 -5.48686 0.86244 -0.001
O 2.13225 5.80849 2.56125 0.086
H -2.68145 -3.08530 -7.51567 0.082
H 2.13960 8.00099 1.26043 0.093
H 3.69904 3.30053 3.47383 0.117
O -2.69382 -2.87822 -2.16456 0.060
C 0.13777 -4.04604 0.81800 -0.031
H -6.75078 -2.24791 -1.20698 0.074
C 5.17302 1.19572 2.66429 -0.524
H 2.12034 -1.39502 -1.55045 0.111
H 4.56403 -1.22817 -0.24267 0.083
C 5.66010 4.24666 3.63335 -0.062
C -0.54806 5.45770 0.26499 -0.229
H -0.82951 5.17406 -1.85498 0.082
H -3.34493 0.41470 2.33969 0.044
C -5.69230 -2.62025 -0.92414 -0.175
H -3.87029 -1.31577 2.98235 0.035
O -0.39776 -0.29729 0.58293 0.031
C -2.86572 -3.34934 -6.47199 -0.067
H -2.37378 -6.76558 0.85487 0.087
H -3.78644 -1.48277 -5.97701 0.123
H 6.07782 3.58342 4.39392 0.066
C 3.53312 -0.84783 0.07798 0.058
C -2.96296 -2.10316 -5.61548 -0.230
C -2.97527 -4.49089 0.67400 -0.040
H -5.77672 -0.77150 0.31944 0.080
H 4.17673 4.26065 2.09340 0.108
H -2.06437 -1.48359 -5.66909 0.115
H -5.79551 -3.73720 -0.69554 0.063
O 5.05468 2.42614 2.13710 0.001
H 6.05156 1.07216 4.59907 0.097
H -1.42639 4.86610 0.53333 0.125
O 2.67687 -3.99867 1.19712 0.081
C -5.25625 -1.80005 0.38812 -0.455
C 5.05621 1.02662 4.15409 0.013
O 0.43707 5.19475 1.27559 0.004
H -2.10337 -1.00577 2.61481 0.040
C -1.96712 -5.69490 0.80107 -0.039
H 0.22408 3.96739 -1.08584 0.087
H 2.53396 6.85460 -0.04286 0.098
H 6.48244 4.52396 2.96906 0.083
H 4.40641 1.75779 4.63026 0.071
H -4.11376 -4.65740 0.64679 0.089
C -2.38710 -3.06012 0.63837 -0.282
H -5.64120 -2.28493 1.36362 0.075
N 1.38550 -2.00307 0.57151 -0.011
H 4.61624 0.04790 4.35569 0.094
O 5.44412 0.25321 1.95388 0.064
H 0.33277 -6.34582 0.97463 0.100
C -3.17660 -0.70893 2.30468 -0.291
H -3.79233 -3.92536 -6.41207 0.085
H 3.51473 0.01966 0.81674 0.061
H -0.86329 6.50399 0.28670 0.113
O -3.27884 -2.43687 -4.25568 -0.001
C 1.44564 6.02610 1.58828 -0.521
C 1.60551 -3.44036 0.89384 -0.285
C 1.76302 7.16854 0.66281 0.009
C -0.83094 -2.84206 0.68805 -0.044
C -0.05445 5.02387 -1.10024 -0.065
C -0.96755 -3.10773 -3.76084 0.021
H -4.99518 -2.38014 -1.79154 0.049
H -2.06197 -4.00693 -6.13461 0.068
H -0.88655 -4.18555 -3.91132 0.101
H -0.65077 -2.58558 -4.66131 0.071
H -0.27878 -2.80193 -2.97054 0.085
P -3.40444 -1.44697 0.54057 0.917
C -2.36733 -2.77374 -3.32442 -0.497
C 4.55416 3.56977 2.84976 -0.230
C 0.00582 -1.49231 0.62475 -0.305
H 0.89992 7.54796 0.11998 0.069



Entry 3:
99
Properties=species:S:1:pos:R:3:lowdin_charge:R:1 method="wB97M-V/def2-TZVPD" de_lowest_kcal_mol=1.0 e_lumo_ha=0.14531 energy_ha=-3573.98607 spin_multiplicity=1 charge=-2
H -4.14274 3.42838 -0.90741 0.076
H -2.22965 -1.02626 4.97619 0.090
S -4.96798 -3.28909 0.03936 1.070
C 2.96722 2.02470 -3.69939 -0.026
O 0.70858 -2.56984 1.92017 -0.013
H -6.55443 -1.66140 1.76744 0.093
H 3.27101 1.81008 -4.72764 0.083
O -2.14570 -5.35326 0.73756 -0.081
H 1.81385 4.52620 2.95215 0.078
C 0.65975 2.68649 -4.43786 -0.038
C 3.44617 -3.43629 -0.17237 -0.271
H 1.02574 5.38888 -0.64529 0.078
H 3.55980 4.90597 1.11044 0.079
H -6.01661 0.92932 0.21752 0.061
O 1.58673 -0.24912 1.11567 -0.233
C 1.62153 3.95686 0.86615 -0.647
H -1.76713 2.72311 0.95260 0.082
C -2.97666 -2.66782 3.80069 -0.121
O 3.48220 0.59090 1.94620 0.013
C 2.73970 -5.66138 3.42493 -0.058
C 3.11492 4.06841 0.56541 -0.022
H 3.84711 2.34531 -3.13698 0.088
C 3.03359 -4.92574 2.14561 -0.286
O -0.60955 -3.97062 -0.11052 -0.102
C -3.13890 3.78087 -1.15706 -0.040
C 2.44161 -4.39079 -0.13232 -0.065
C -2.69099 -3.53435 2.75518 -0.063
H -0.04000 -0.97480 3.82117 0.116
N -4.03814 -0.95283 -0.27573 0.012
H 3.40586 0.93624 -0.82822 0.104
H -3.05444 1.57516 0.48537 0.070
C -4.95330 -1.58872 0.36696 -0.643
C 4.25673 -3.22619 0.93670 -0.059
Si 0.60520 2.51427 -1.32585 -0.005
Pb 0.55325 -1.09037 -0.78357 1.466
C -1.48720 -3.49400 2.05713 -0.050
H 1.88504 -5.20665 3.93207 0.080
C -5.88806 -0.91679 1.32736 -0.255
H 0.90376 2.52775 -5.49166 0.082
H -0.18715 5.11490 0.61130 0.078
H -3.41096 -4.27221 2.42774 0.087
C 2.45571 4.41703 -4.25454 -0.044
H 1.25702 6.08785 0.97248 0.079
H -5.29010 -0.50620 2.14449 0.108
H -1.36394 1.16449 0.23372 0.061
C 2.24512 -5.13150 1.02176 -0.042
N 2.83131 -1.02947 -1.20834 -0.347
N -3.25537 -1.75483 -1.06124 0.021
H 1.14460 -1.69852 2.03748 0.064
H 3.26578 4.21610 -0.50470 0.074
S 3.58857 -2.36280 -1.58769 0.511
C -1.36820 -4.36375 0.79481 -0.660
N -3.00330 -4.02844 -1.68809 0.078
C -2.14958 2.61912 -1.17495 -0.642
H 5.03833 -2.47775 0.89913 0.111
H 1.78606 -4.52210 -0.98081 0.103
O 1.58649 3.41657 -2.31139 -0.108
H -2.09038 -3.71716 -1.99445 0.083
O 1.11494 2.81159 0.20785 -0.091
H 1.42367 -5.83798 1.05655 0.119
H 1.69558 5.19943 -4.20888 0.081
H 3.59110 -5.62977 4.10710 0.065
O 0.69845 0.96302 -1.60111 -0.435
H 0.26954 1.75438 -4.02767 0.076
H 4.66472 -3.79173 2.95925 0.104
H 3.32351 4.74357 -3.67830 0.079
H 2.75751 4.27490 -5.29519 0.077
O 2.83250 -3.00459 -2.64138 -0.348
C 1.40877 3.70453 2.35510 -0.026
C -6.69183 0.19591 0.65739 -0.109
H 2.48744 -6.70577 3.23406 0.071
H -1.85215 0.77148 -2.25839 0.063
O -0.89344 3.18764 -1.55190 -0.104
H -2.83067 4.52411 -0.41880 0.076
H 1.90274 2.77360 2.63820 0.080
H 3.61227 3.14454 0.86714 0.081
C -2.56991 1.59195 -2.21947 -0.036
C -3.60274 -3.00631 -1.00370 -0.705
H -0.11590 3.45058 -4.36047 0.085
H -7.31646 -0.20519 -0.14294 0.071
C -2.08087 1.98425 0.21187 -0.026
H -3.93371 -2.71682 4.30812 0.085
C -0.80000 -1.69260 3.53313 -0.018
C 0.88338 5.21928 0.42343 -0.034
H -2.61091 2.06641 -3.20367 0.082
O 5.00764 -2.14461 -1.78278 -0.335
H 2.58545 1.10881 -3.24507 0.071
H -3.54469 1.16739 -1.97544 0.067
C -2.02511 -1.72862 4.17582 -0.113
H -3.16514 4.25924 -2.13828 0.079
H 4.54307 -0.25874 -0.21442 0.108
H -7.33657 0.70246 1.37847 0.063
C 2.83036 0.11205 1.02700 -0.635
H -2.83037 -4.82083 -1.05676 0.057
C 4.04668 -3.97135 2.08573 -0.049
C 3.48200 -0.04866 -0.35366 -0.199
H 0.34174 3.60501 2.56606 0.079
C 1.90537 3.12112 -3.66792 -0.651
C -0.51581 -2.57761 2.48905 -0.266